ORCA calculation (ωB97M-V with the def2-TZVPD basis set) on C56H39BrN2O4PTa as an isolated structure.

- relative energy (zero: lowest compared OMol25 entry of this formula, charge and spin) (kJ/mol) = 5.4
- Kohn-Sham gap (eV) = 4.853
- charge = 0
- largest force on an atom (eV Å⁻¹) = 0.489
- LUMO level (eV) = -1.00
- E_HOMO (eV) = -5.85

The geometry in XYZ format:
```
104
Properties=species:S:1:pos:R:3:forces:R:3:mulliken_charge:R:1
Ta -0.19463 0.00230 0.02718 0.191 0.005 -0.450 2.7804
Br -0.60024 5.82871 -4.66608 -0.004 -0.020 0.015 -0.1633
C -0.84774 4.32561 -3.53857 -0.015 0.086 -0.014 -0.4330
C -1.82209 4.37128 -2.53945 -0.024 -0.006 0.007 -0.4454
C -2.01604 3.29044 -1.70882 -0.041 0.074 0.049 -0.6370
C -1.21115 2.15592 -1.83889 0.023 -0.135 -0.013 -0.5748
O -1.37783 1.11439 -1.05550 -0.357 0.197 -0.032 -0.0223
C -0.22809 2.11888 -2.84003 -0.049 0.098 -0.011 0.4973
C 0.57453 0.94163 -3.01778 0.098 -0.027 -0.118 -0.2506
N 0.71848 0.00665 -2.14881 -0.176 0.007 -0.003 0.0804
C 1.50662 -1.12399 -2.47693 -0.001 -0.117 0.038 -0.0835
C 2.47958 -1.16830 -3.43555 0.064 0.080 -0.114 -0.5314
C 3.15529 -2.37030 -3.72536 0.067 -0.026 -0.057 -1.1578
C 2.86419 -3.51936 -3.05166 -0.013 0.001 -0.003 -1.0610
C 1.90479 -3.49661 -2.01396 -0.045 0.118 0.004 1.4524
C 1.57962 -4.62871 -1.23675 -0.020 -0.055 0.047 -1.0530
C 0.68274 -4.51307 -0.21749 0.043 -0.118 -0.015 -1.2768
C 0.12117 -3.25667 0.05417 0.028 0.102 0.058 -0.5184
N 0.38820 -2.18404 -0.65721 -0.112 -0.070 -0.041 1.8399
C 1.24808 -2.28902 -1.71085 0.050 -0.073 0.022 -0.3534
C -0.06906 3.21041 -3.70582 0.064 -0.076 -0.023 -0.7388
H -2.42190 5.26333 -2.42063 0.000 0.000 0.010 0.4426
H -2.75913 3.30978 -0.92342 0.004 -0.004 -0.008 0.5439
H 1.07712 0.85340 -3.98190 -0.013 0.017 0.018 0.4843
H 2.76060 -0.27648 -3.98033 -0.017 -0.012 0.019 0.5666
H 3.91248 -2.37107 -4.49866 -0.010 0.007 0.008 0.4116
H 3.37287 -4.44712 -3.28388 -0.015 0.012 0.011 0.4789
H 2.05476 -5.57726 -1.45836 -0.007 0.010 0.000 0.5109
H 0.40485 -5.35822 0.39575 0.008 0.008 -0.006 0.4986
H -0.54580 -3.11740 0.89551 -0.015 -0.001 -0.009 0.3817
H 0.67837 3.17566 -4.48907 -0.001 -0.009 0.012 0.5289
C -7.43769 -1.41390 -2.44977 0.008 -0.030 -0.011 -0.4626
C -6.74229 -2.55403 -2.82113 0.029 0.019 0.019 -0.7544
C -5.39641 -2.69152 -2.49755 -0.004 0.037 0.011 -0.3496
C -4.73138 -1.68571 -1.80149 -0.043 -0.014 -0.034 0.2118
C -5.43795 -0.53451 -1.44433 -0.034 0.002 -0.022 -0.4023
C -6.78102 -0.40306 -1.75819 0.046 0.009 0.014 -0.6684
P -2.94703 -1.72318 -1.39723 0.257 -0.143 0.065 0.3512
C -2.51738 -3.49356 -1.69582 -0.096 0.016 -0.040 0.3525
C -1.79371 -3.77466 -2.85434 -0.027 -0.009 -0.025 -0.3480
C -1.44129 -5.07880 -3.18218 0.000 0.021 0.037 -0.7546
C -1.80075 -6.12342 -2.34246 0.001 0.035 0.019 -0.5047
C -2.50863 -5.85614 -1.17624 -0.011 0.028 -0.028 -0.8268
C -2.86480 -4.55263 -0.85696 0.007 -0.028 -0.010 -0.0546
C -2.97226 -1.61698 0.43736 -0.116 -0.003 -0.179 1.8219
C -4.04540 -2.13105 1.17591 0.032 0.010 0.020 -0.0562
C -4.02456 -2.10521 2.55802 0.047 0.023 -0.005 -0.8294
C -2.92591 -1.55081 3.20886 -0.047 -0.023 -0.024 -0.9126
C -1.88300 -1.01116 2.47648 -0.040 0.011 -0.080 -0.1730
C -1.87353 -1.01016 1.06651 0.003 -0.008 0.383 -1.8581
H -8.48634 -1.31008 -2.69798 0.009 -0.004 0.002 0.3751
H -7.24658 -3.34542 -3.36148 0.004 0.001 0.004 0.3967
H -4.86688 -3.59003 -2.78855 0.001 -0.011 0.006 0.4346
H -4.92991 0.25843 -0.90518 -0.008 -0.008 -0.006 0.4434
H -7.31687 0.49133 -1.46572 0.008 -0.007 0.000 0.4059
H -1.51049 -2.95736 -3.51032 0.009 -0.015 0.015 0.3977
H -0.88521 -5.27498 -4.09115 -0.008 0.000 0.013 0.4130
H -1.52922 -7.14172 -2.59249 -0.004 0.011 0.002 0.3816
H -2.79165 -6.66748 -0.51640 0.006 0.010 -0.003 0.4171
H -3.41527 -4.35859 0.05515 0.002 0.006 -0.002 0.3990
H -4.90676 -2.54247 0.66132 0.016 -0.014 -0.004 0.4946
H -4.85732 -2.50679 3.12260 0.011 0.010 0.002 0.4031
H -2.89458 -1.51660 4.29163 -0.016 -0.008 -0.008 0.4279
H -1.05983 -0.55680 3.01237 0.015 0.005 -0.035 0.3641
O 4.44553 -1.46299 -0.07916 -0.005 -0.004 -0.026 -0.3070
C 4.51267 -1.15998 1.24658 0.028 0.011 0.064 1.0489
C 5.70477 -1.25277 1.95488 0.003 -0.005 0.014 -0.9470
C 5.73506 -0.96760 3.31161 0.005 -0.010 -0.041 -0.6014
C 4.57749 -0.60329 3.98347 -0.021 0.017 0.015 -0.8008
C 3.38756 -0.52585 3.28110 -0.021 0.009 0.018 -0.6129
C 3.34492 -0.78462 1.91509 -0.008 -0.015 -0.061 -0.0575
C 2.06302 -0.59330 1.20624 -0.112 -0.081 0.148 0.9736
O 2.01126 -0.10147 0.04510 0.200 -0.091 0.011 -0.8604
O 0.95574 -0.87340 1.75612 0.137 -0.089 0.132 -0.7566
H 5.32404 -1.70869 -0.38867 -0.019 0.011 0.021 0.2814
H 6.61122 -1.54850 1.43705 -0.007 0.000 0.006 0.3277
H 6.67493 -1.03293 3.84513 -0.005 0.000 -0.008 0.3896
H 4.60332 -0.36941 5.03891 -0.007 0.002 -0.015 0.4187
H 2.46881 -0.23137 3.77207 0.031 -0.005 -0.006 0.4156
C 0.01431 1.60824 1.13698 0.004 0.162 0.176 -0.2981
C 0.57611 2.63362 1.61642 0.165 0.223 0.153 0.2027
C 1.25503 3.67790 2.11232 -0.131 -0.071 -0.089 -0.5005
C 2.07144 3.45889 3.32831 0.064 -0.013 -0.003 0.1861
C 3.32914 4.05156 3.48203 -0.032 -0.021 0.036 -0.2127
C 4.11003 3.78749 4.59778 -0.024 0.012 -0.044 -0.7766
C 3.65372 2.92935 5.58945 -0.011 -0.008 0.012 -0.4421
C 2.40539 2.33677 5.45232 -0.004 0.004 -0.041 -0.6486
C 1.62461 2.59809 4.33594 0.003 0.019 -0.001 -0.3834
C 1.20309 4.98407 1.42169 -0.012 0.034 -0.015 0.1592
C 0.93670 5.05316 0.04772 0.021 0.016 0.048 -0.2038
C 0.85998 6.27156 -0.60810 0.010 -0.024 0.049 -0.3820
C 1.04866 7.45780 0.09008 -0.008 -0.014 -0.020 -0.6038
C 1.31267 7.40632 1.45104 0.010 -0.015 0.052 -0.6577
C 1.39011 6.18765 2.10990 -0.003 -0.028 -0.040 -0.3084
H 3.70045 4.71083 2.70747 0.006 0.009 0.001 0.5403
H 5.08502 4.25036 4.68986 -0.005 0.003 -0.004 0.3964
H 4.26299 2.72966 6.46240 -0.009 0.003 -0.009 0.4396
H 2.03279 1.67283 6.22363 -0.004 0.003 -0.003 0.3992
H 0.64744 2.14040 4.23117 0.015 0.002 0.008 0.4778
H 0.79817 4.13028 -0.50359 -0.008 -0.012 -0.006 0.3221
H 0.66486 6.29682 -1.67336 -0.020 -0.010 -0.023 0.3632
H 0.99131 8.41007 -0.42185 0.005 -0.007 0.002 0.3974
H 1.45313 8.32397 2.00966 0.002 -0.011 -0.002 0.3782
H 1.58376 6.16680 3.17508 0.003 -0.006 -0.002 0.5095
```
Forces are in eV/Å.